A 3-piece molecular cluster, C3H15N2O2 overall. Source: the OMol25 dataset; level of theory: ωB97M-V with the def2-TZVPD basis set.

XYZ file:
```
22
Properties=species:S:1:pos:R:3
N 1.0197 -0.6252 0.4290
C -0.0630 -0.7732 -0.6836
C 0.7798 -0.8591 -1.9514
C -0.9491 0.4626 -0.7743
N -0.1686 1.6961 -0.5311
H 0.9107 0.3573 0.7820
H 2.0141 -0.8001 0.2479
H 0.8316 -1.2424 1.2197
H -0.6905 -1.6681 -0.4946
H 1.4753 -0.0036 -2.1251
H 0.1461 -0.9352 -2.8600
H 1.5215 -1.6358 -2.0614
H -1.7817 0.4735 -1.5186
H -1.6225 0.4187 0.0981
H 0.3957 1.7979 -1.3807
H -0.8668 2.4369 -0.6596
H -2.4212 -0.9462 1.3386
H -1.5224 -1.8202 2.4575
O -1.7849 -0.9786 2.0554
H 0.1537 1.3216 2.1404
H 1.5358 2.0204 1.9086
O 1.0866 1.3027 2.3630
```

## Properties
energy above the lowest of the compared OMol25 structures with the same formula, charge and spin	1.3907	eV
charge	+1